Entry from the OMol25 dataset: a 2-piece molecular cluster, C6H19N3Si overall (the ωB97M-V functional and the def2-TZVPD basis).

Each line ends with the Löwdin charge.
Geometry (Å):
C1 0.010 2.148 -2.086  -0.150
C2 -2.156 -1.516 0.882  -0.135
C3 -1.697 -1.016 -1.388  -0.200
C4 1.319 1.502 2.183  -0.127
C5 1.215 -0.975 2.108  -0.202
C6 1.663 -0.922 -1.556  -0.136
N1 -0.236 1.755 -0.639  -0.151
N2 -1.366 -0.799 -0.050  -0.324
N3 0.594 0.261 1.810  -0.280
Si1 0.031 0.219 0.105  0.622
H1 1.131 1.956 -2.226  0.090
H2 -0.642 1.615 -2.765  0.056
H3 -0.233 3.165 -2.260  0.049
H4 -1.759 -1.624 1.821  0.036
H5 -3.120 -0.915 1.057  0.111
H6 -2.449 -2.469 0.525  0.064
H7 -0.722 -1.001 -2.049  0.074
H8 -2.226 -2.007 -1.491  0.090
H9 -2.480 -0.319 -1.779  0.084
H10 1.194 2.280 1.460  0.042
H11 0.947 1.905 3.152  0.086
H12 2.363 1.304 2.307  0.066
H13 2.116 -1.298 1.512  0.090
H14 1.578 -0.883 3.157  0.098
H15 0.550 -1.758 2.072  0.033
H16 1.314 -0.376 -2.504  -0.029
H17 2.659 -0.506 -1.119  -0.002
H18 1.491 -2.014 -1.664  -0.020
H19 -1.088 2.290 -0.574  0.065

Properties
Frontier orbital gap (Ha): 0.3152
Energy relative to the best compared isomer or geometry (same formula, charge and spin) (kcal/mol): 4.34
Net charge: 0

***

Entry from the OMol25 dataset: C19H40NNdOP3 as an isolated structure (the ωB97M-V functional and the def2-TZVPD basis).

Each line ends with the Mulliken spin population.
Geometry (Å):
Nd1 -0.122 -0.013 -1.441  3.050
P1 0.464 -2.634 -1.729  -0.012
P2 2.705 -0.164 0.102  -0.008
P3 -2.964 0.386 -1.383  -0.009
H1 1.921 3.068 -1.331  0.000
C1 0.840 3.243 -1.251  0.005
C2 0.239 3.211 -0.057  -0.003
H2 0.819 3.082 0.865  0.000
C3 1.217 -2.266 -3.384  0.004
C4 1.533 -3.889 -1.034  -0.001
C5 -1.068 -3.561 -2.087  0.001
C6 3.261 1.285 1.091  -0.001
C7 3.100 -1.474 1.333  -0.001
C8 4.189 -0.358 -0.946  -0.002
C9 -3.682 2.014 -0.947  -0.001
C10 -4.332 -0.702 -0.879  -0.002
C11 -3.165 0.312 -3.217  0.004
H3 0.238 3.391 -2.152  -0.002
H4 -0.859 3.261 0.004  0.000
H5 1.442 -3.184 -3.955  0.000
H6 2.137 -1.658 -3.281  -0.001
H7 0.486 -1.690 -3.974  -0.003
H8 1.510 -4.720 -1.749  -0.001
H9 1.126 -4.197 -0.062  0.000
H10 2.548 -3.498 -0.901  0.000
H11 -0.835 -4.444 -2.701  0.000
H12 -1.837 -2.941 -2.577  0.000
H13 -1.468 -3.872 -1.109  0.000
H14 4.348 1.422 0.989  0.000
H15 3.028 1.127 2.153  0.000
H16 2.754 2.191 0.736  0.000
H17 4.163 -1.422 1.603  0.000
H18 2.885 -2.466 0.925  0.000
H19 2.498 -1.315 2.235  0.000
H20 5.079 -0.394 -0.297  0.000
H21 4.256 0.501 -1.626  0.000
H22 4.098 -1.287 -1.525  0.000
H23 -4.364 2.382 -1.733  0.000
H24 -2.872 2.740 -0.781  0.000
H25 -4.226 1.882 0.004  0.000
H26 -5.209 -0.535 -1.524  0.000
H27 -4.582 -0.466 0.166  0.000
H28 -4.025 -1.753 -0.940  0.000
H29 -4.219 0.509 -3.459  0.000
H30 -2.876 -0.687 -3.584  0.000
H31 -2.505 1.037 -3.716  -0.003
C12 -0.474 1.189 -5.100  -0.001
C13 0.153 0.424 -6.090  0.000
C14 -0.064 0.761 -7.433  0.000
C15 -0.905 1.823 -7.749  0.000
C16 -1.501 2.588 -6.750  0.000
C17 -1.235 2.315 -5.385  0.000
O1 -0.337 0.737 -3.704  -0.007
H32 0.615 0.521 -3.556  0.003
H33 0.850 -0.373 -5.839  0.000
H34 0.402 0.186 -8.230  0.000
H35 -1.058 2.071 -8.800  0.000
H36 -2.175 3.409 -7.043  0.000
H37 -1.619 2.999 -4.606  0.000
C18 -0.039 -0.044 3.590  0.000
C19 -0.057 0.047 2.139  0.003
N1 -0.124 0.096 0.968  -0.009
H38 -0.939 0.425 4.030  0.000
H39 0.841 0.476 4.018  0.000
H40 -0.010 -1.098 3.932  0.000

Properties
Frontier orbital gap (spin up / spin down) (Ha): 0.2615 / 0.2736
Net charge: +3
Expectation value of S²: 3.755
Multiplicity: 4

***

Entry from the OMol25 dataset: a 3-piece molecular cluster, C9H29N4O8P2 overall (the ωB97M-V functional and the def2-TZVPD basis).

Each line ends with the Löwdin charge.
Geometry (Å):
C1 0.992 1.486 -1.196  -0.092
N1 0.374 2.040 -2.415  -0.093
C2 -0.609 3.074 -2.180  -0.186
N2 -2.023 2.683 -2.537  0.093
C3 -2.483 1.672 -1.759  -0.411
N3 -2.545 0.330 -2.128  0.156
N4 -2.890 1.997 -0.563  0.286
H1 1.934 2.002 -1.051  0.083
H2 0.346 1.687 -0.339  0.061
H3 1.158 0.414 -1.239  0.083
H4 0.044 1.316 -3.033  0.093
H5 -0.616 3.434 -1.156  0.123
H6 -0.349 3.922 -2.805  0.125
H7 -2.014 2.427 -3.518  0.139
H8 -1.597 -0.048 -2.125  0.106
H9 -2.867 0.215 -3.085  0.120
H10 -3.204 2.942 -0.397  0.158
H11 -2.822 1.328 0.190  0.155
C4 0.642 -6.885 -2.441  -0.081
O1 1.245 -5.854 -1.625  -0.209
P1 1.134 -4.290 -2.057  0.493
O2 1.546 -3.570 -0.840  -0.255
O3 -0.479 -4.330 -2.277  -0.272
C5 -1.294 -3.981 -1.163  -0.109
O4 1.338 -3.172 -3.263  -0.236
C6 2.017 -3.590 -4.474  -0.098
H12 1.307 -7.746 -2.452  0.091
H13 -0.308 -7.175 -1.996  0.093
H14 0.474 -6.558 -3.464  0.079
H15 -0.810 -4.199 -0.212  0.086
H16 -2.217 -4.556 -1.218  0.089
H17 -1.539 -2.918 -1.213  0.071
H18 1.478 -4.405 -4.962  0.083
H19 3.037 -3.904 -4.253  0.090
H20 2.051 -2.740 -5.150  0.085
C7 2.483 4.087 4.038  -0.092
O5 1.160 4.055 3.452  -0.231
P2 0.120 2.817 3.788  0.547
O6 -1.090 3.493 3.235  -0.295
O7 0.300 2.920 5.387  -0.270
C8 -0.497 3.875 6.099  -0.084
O8 -0.569 1.289 3.875  -0.237
C9 0.177 0.159 3.368  -0.110
H21 3.183 4.458 3.292  0.085
H22 2.475 4.768 4.887  0.093
H23 2.812 3.106 4.370  0.082
H24 -0.770 4.722 5.471  0.087
H25 0.087 4.236 6.943  0.090
H26 -1.396 3.385 6.470  0.094
H27 1.122 0.041 3.902  0.087
H28 0.374 0.274 2.298  0.068
H29 -0.423 -0.734 3.520  0.088

Properties
Frontier orbital gap (Ha): 0.2877
Net charge: +1

***

Entry from the OMol25 dataset: C28H64LiN2O24P as an isolated structure (the ωB97M-V functional and the def2-TZVPD basis).

Each line ends with the Löwdin charge.
Geometry (Å):
C1 -2.562 0.384 -3.771  0.038
N1 -2.819 0.974 -2.383  -0.345
C2 -4.035 1.742 -2.642  -0.008
C3 -2.929 -0.076 -1.387  -0.017
C4 -1.727 1.952 -1.904  -0.095
C5 -1.973 2.880 -0.800  -0.221
O1 -0.727 3.347 -0.263  -0.081
H1 -1.537 -0.043 -3.635  0.107
H2 -2.561 0.947 -4.562  0.043
H3 -3.225 -0.560 -3.750  0.143
H4 -4.426 2.073 -1.608  0.138
H5 -4.703 0.794 -2.878  0.145
H6 -3.954 2.416 -3.458  0.098
H7 -3.187 0.331 -0.320  0.141
H8 -2.068 -0.580 -1.121  0.049
H9 -3.512 -0.901 -1.627  0.087
H10 -1.457 2.381 -2.775  0.100
H11 -0.874 1.361 -1.749  0.112
H12 -2.480 2.402 -0.089  0.061
H13 -2.469 3.917 -1.188  0.177
H14 -0.387 2.553 0.159  -0.055
C6 1.378 0.310 6.691  -0.017
N2 2.053 0.887 5.519  -0.306
C7 3.120 1.771 6.163  0.012
C8 2.662 -0.175 4.690  -0.015
C9 1.198 1.733 4.674  -0.113
C10 1.818 2.434 3.479  -0.215
O2 0.695 3.102 2.845  -0.107
H15 0.505 -0.034 6.303  0.084
H16 0.876 0.815 7.380  0.062
H17 1.902 -0.411 7.414  0.158
H18 3.713 2.192 5.403  0.082
H19 3.669 1.434 7.069  0.124
H20 2.730 2.636 6.630  0.094
H21 3.413 0.237 3.887  0.151
H22 1.832 -0.934 4.209  0.160
H23 3.139 -0.912 5.322  0.084
H24 0.726 2.477 5.222  0.131
H25 0.453 1.209 4.375  0.072
H26 2.289 1.722 2.967  0.036
H27 2.586 3.210 3.658  0.131
H28 0.235 2.623 2.037  0.072
Li1 1.696 0.469 0.612  0.558
P1 -0.350 -0.069 1.440  -0.121
O3 0.160 -0.559 0.144  -0.406
O4 0.137 1.421 0.972  -0.477
O5 0.825 -0.290 2.145  -0.358
O6 -1.782 -0.265 1.905  -0.345
C11 3.039 -2.619 1.198  0.022
O7 4.334 -1.994 0.925  0.045
C12 4.431 -0.778 0.453  -0.556
O8 3.489 -0.052 0.126  0.028
O9 5.703 -0.460 0.205  0.048
C13 6.025 0.548 -0.703  -0.054
H29 2.355 -2.340 0.614  -0.030
H30 2.427 -2.141 2.146  0.145
H31 3.070 -3.723 1.117  0.117
H32 6.552 0.298 -1.568  0.074
H33 6.762 1.136 -0.352  0.054
H34 5.202 1.239 -1.148  0.134
C14 -2.458 -3.132 1.705  -0.005
O10 -3.275 -4.203 2.211  0.074
C15 -2.717 -5.296 2.468  -0.619
O11 -1.511 -5.498 2.236  0.055
O12 -3.413 -6.402 2.792  -0.019
C16 -2.741 -7.570 3.131  -0.121
H35 -1.681 -2.780 2.327  0.082
H36 -3.014 -2.270 1.759  0.035
H37 -2.211 -3.242 0.603  0.109
H38 -1.896 -8.069 2.474  0.120
H39 -3.561 -8.451 3.322  0.139
H40 -2.123 -7.379 4.006  0.074
C17 -4.712 0.820 2.363  -0.036
O13 -5.807 1.711 2.524  0.002
C18 -6.773 1.580 1.626  -0.624
O14 -6.700 0.855 0.639  0.061
O15 -7.900 2.224 1.818  -0.007
C19 -9.036 2.131 0.862  -0.009
H41 -5.145 -0.280 2.249  0.150
H42 -4.188 0.954 3.317  0.104
H43 -4.189 1.160 1.554  0.029
H44 -8.726 2.203 -0.171  0.082
H45 -10.100 2.652 1.285  0.168
H46 -9.362 1.160 0.915  0.033
C20 1.074 0.187 -7.119  -0.051
O16 1.865 -0.254 -6.024  0.017
C21 1.423 0.103 -4.803  -0.514
O17 0.513 0.939 -4.608  0.063
O18 2.074 -0.571 -3.829  0.012
C22 1.622 -0.556 -2.451  0.004
H47 0.211 -0.386 -7.356  0.090
H48 1.673 0.058 -7.989  0.085
H49 0.807 1.186 -7.199  0.071
H50 0.940 -1.236 -2.325  -0.004
H51 1.179 0.375 -2.180  0.086
H52 2.409 -1.056 -1.851  0.115
C23 1.334 -4.409 -6.040  -0.041
O19 1.311 -4.534 -4.600  -0.049
C24 0.345 -3.806 -3.833  -0.438
O20 -0.435 -3.036 -4.437  0.056
O21 0.355 -3.970 -2.487  -0.005
C25 -0.612 -3.376 -1.664  -0.085
H53 0.585 -4.931 -6.539  0.072
H54 2.314 -4.805 -6.325  0.094
H55 1.514 -3.356 -6.292  0.091
H56 -0.231 -3.242 -0.572  0.115
H57 -1.450 -4.022 -1.348  0.086
H58 -0.956 -2.371 -2.027  0.084
C26 6.090 4.747 -3.000  -0.117
O22 4.773 4.694 -2.757  -0.001
C27 4.414 4.198 -1.512  -0.530
O23 5.205 3.860 -0.644  0.093
O24 3.111 4.125 -1.319  0.034
C28 2.356 3.582 -0.219  0.017
H59 6.561 5.383 -2.350  0.068
H60 6.220 5.185 -4.064  0.139
H61 6.511 3.814 -2.932  0.066
H62 2.910 2.898 0.507  0.118
H63 1.797 2.920 -0.628  0.008
H64 1.978 4.347 0.385  0.096

Properties
Frontier orbital gap (Ha): 0.2234
Energy relative to the best compared isomer or geometry (same formula, charge and spin) (kcal/mol): 35.71
Net charge: 0

***

Entry from the OMol25 dataset: a single C23H29NO5 molecule (the ωB97M-V functional and the def2-TZVPD basis).

Each line ends with the Löwdin charge.
Geometry (Å):
C1 -2.648 -2.143 -2.174  -0.045
C2 -1.316 -1.771 -1.543  -0.187
H1 -0.890 -2.612 -0.992  0.126
H2 -0.611 -1.428 -2.308  0.125
O1 -1.467 -0.743 -0.565  0.005
C3 -1.215 0.508 -0.911  -0.453
O2 -0.956 0.868 -2.034  0.118
C4 -1.273 1.446 0.298  -0.308
C5 -0.504 2.737 -0.028  -0.125
C6 0.994 2.482 -0.178  -0.142
C7 1.525 1.756 1.056  -0.134
N1 0.792 0.526 1.244  -0.015
C8 1.232 -0.741 1.059  -0.377
O3 0.537 -1.714 1.315  0.070
C9 2.603 -0.973 0.559  -0.154
C10 3.304 -2.149 0.657  0.025
C11 4.521 -1.944 -0.024  -0.004
C12 4.478 -0.666 -0.510  -0.237
O4 3.320 -0.077 -0.158  0.077
C13 5.479 0.147 -1.271  -0.143
O5 6.320 0.916 -0.434  -0.172
C14 7.228 0.154 0.321  -0.108
H3 6.715 -0.511 1.025  0.084
H4 7.873 -0.449 -0.330  0.091
H5 7.836 0.867 0.875  0.090
H6 6.082 -0.521 -1.904  0.133
H7 4.956 0.875 -1.896  0.136
H8 5.316 -2.651 -0.150  0.115
H9 2.974 -3.033 1.161  0.120
C15 -0.614 0.750 1.503  -0.073
H10 -1.076 -0.220 1.687  0.121
H11 -0.714 1.385 2.390  0.144
H12 2.591 1.565 0.967  0.118
H13 1.360 2.378 1.946  0.133
H14 1.174 1.870 -1.062  0.115
H15 1.522 3.428 -0.305  0.118
H16 -0.893 3.159 -0.956  0.124
H17 -0.674 3.457 0.776  0.127
C16 -2.746 1.813 0.611  -0.062
C17 -3.698 0.648 0.609  -0.182
C18 -3.805 -0.145 1.744  -0.037
C19 -4.658 -1.232 1.786  -0.076
C20 -5.436 -1.529 0.683  -0.089
C21 -5.357 -0.731 -0.444  -0.064
C22 -4.496 0.358 -0.502  -0.231
C23 -4.465 1.202 -1.744  -0.033
H18 -5.099 0.765 -2.512  0.080
H19 -4.837 2.206 -1.533  0.087
H20 -3.456 1.294 -2.140  0.071
H21 -5.976 -0.958 -1.300  0.111
H22 -6.108 -2.375 0.699  0.101
H23 -4.717 -1.840 2.676  0.102
H24 -3.216 0.098 2.616  0.113
H25 -3.068 2.556 -0.118  0.118
H26 -2.762 2.285 1.597  0.132
H27 -3.044 -1.305 -2.741  0.075
H28 -3.363 -2.414 -1.401  0.069
H29 -2.506 -2.987 -2.844  0.079

Properties
Frontier orbital gap (Ha): 0.3509
Energy relative to the best compared isomer or geometry (same formula, charge and spin) (kcal/mol): 13.33
Net charge: 0
SMILES: CCOC(=O)[C@]1(Cc2ccccc2C)CCCN(C(=O)c2ccc(COC)o2)C1